No. 1
Molecular formula: C27H26AuBrClIN3OP
Method: DFT, ωB97M-V with the def2-TZVPD basis set

The LUMO energy (alpha / beta) comes out at -8.9 / -8.9 eV. The HOMO energy (alpha / beta) is -13.72 / -13.72 eV. The total charge is +2. Its total energy is -5092.40966 Ha. As for the HOMO-LUMO gap (alpha / beta): 4.797 / 4.798 eV.

The geometry in XYZ format:
```
62
Properties=species:S:1:pos:R:3:forces:R:3:mulliken_charge:R:1
Au 0.061761 1.135156 0.135713 -0.14 0.71 -0.99 1.56
Br 5.462961 2.054856 -4.810087 -0.22 -0.09 0.41 -0.11
C 4.497861 1.772556 -3.205587 0.08 0.01 -0.12 -0.05
C 5.168561 1.387156 -2.044687 -0.07 0.23 -0.42 -0.72
C 4.467961 1.197156 -0.874587 -0.61 0.03 0.33 -0.36
C 3.077061 1.392256 -0.844387 0.79 0.11 -1.86 0.37
C 2.415361 1.743956 -2.030287 0.23 -0.14 0.44 -0.23
C 3.114061 1.946656 -3.197187 0.38 0.01 -0.09 -0.94
N 2.325761 1.244056 0.299113 -1.71 -0.24 0.98 0.26
C 2.716161 1.518756 1.485613 -0.04 -0.08 -0.42 -0.32
C 1.859561 1.329756 2.637213 -0.46 -0.02 1.30 0.66
C 2.313661 1.626056 3.924313 -0.02 -0.10 -0.57 -0.97
C 1.470561 1.397056 5.001513 -0.28 -0.18 0.00 -0.48
C 0.212361 0.862156 4.769313 0.27 0.10 -0.05 -0.83
C -0.174739 0.620456 3.454513 -0.13 -0.03 0.34 -0.28
N 0.621161 0.857156 2.432413 0.38 0.16 -0.21 0.15
H 6.238161 1.260456 -2.062687 0.13 -0.07 0.00 0.44
H 4.992461 0.897156 0.019613 0.09 -0.08 0.09 0.52
H 1.345461 1.901456 -2.005587 -0.05 0.01 -0.09 0.44
H 2.601061 2.253356 -4.094787 -0.03 0.01 -0.09 0.49
H 3.703861 1.936756 1.673113 0.03 -0.11 -0.23 0.57
H 3.307561 2.018056 4.069113 0.14 0.06 0.03 0.49
H 1.792861 1.616256 6.008013 0.05 0.02 0.06 0.46
H -0.459339 0.634856 5.581513 -0.07 0.03 0.07 0.46
H -1.152839 0.221556 3.221213 -0.11 0.00 0.00 0.48
Cl 0.481461 3.572156 -0.031887 0.07 -0.65 0.42 -0.49
N -2.472739 3.614856 0.559613 0.40 0.19 -0.10 -0.14
C -2.897139 2.375056 0.517813 -0.88 1.21 0.43 0.64
O -2.189439 1.390456 0.250013 1.95 -1.49 -0.64 -0.66
C -4.360439 2.138156 0.815513 0.12 -0.49 0.09 -1.10
I -4.554339 0.355756 1.996813 -0.20 0.28 -0.05 0.07
H -1.487039 3.817856 0.330613 -0.40 -0.03 0.11 0.04
H -3.074839 4.387656 0.796813 -0.14 -0.16 -0.01 0.23
H -4.907439 1.977356 -0.113087 0.07 -0.06 0.04 0.39
H -4.813839 2.959656 1.363113 0.08 -0.02 0.00 0.54
C 1.130361 -1.461944 -2.010487 -0.11 0.59 0.17 -1.45
P -0.265839 -1.045544 -0.907387 0.15 -0.76 0.04 1.25
C -0.302639 -2.434844 0.252713 -0.12 0.51 0.14 0.71
C 0.510961 -2.387044 1.383313 0.02 0.08 -0.15 -0.26
C 0.604161 -3.489444 2.212313 -0.02 -0.05 0.01 -0.77
C -0.120539 -4.637844 1.920013 0.00 0.17 -0.02 -0.55
C -0.933339 -4.681844 0.796713 -0.03 -0.12 0.02 -0.79
C -1.041139 -3.583744 -0.036887 0.11 0.15 -0.15 -0.58
C -1.767739 -1.120944 -1.887487 0.13 0.52 0.39 0.34
C -2.985039 -1.254544 -1.207487 0.17 -0.01 0.00 -0.52
C -4.162039 -1.358244 -1.921787 -0.07 0.05 -0.04 -0.88
C -4.138239 -1.307844 -3.311487 0.19 0.02 0.11 -0.53
C -2.931939 -1.147644 -3.984087 -0.08 0.01 -0.10 -0.70
C -1.747339 -1.031344 -3.281587 0.07 -0.06 0.12 -0.56
H 0.907661 -2.409044 -2.509487 -0.11 0.08 0.13 0.55
H 2.030561 -1.577344 -1.407587 0.00 0.02 0.02 0.42
H 1.293261 -0.675644 -2.746487 0.06 -0.05 -0.04 0.42
H 1.065561 -1.482444 1.598013 0.06 -0.04 0.08 0.29
H 1.241061 -3.458344 3.082313 0.05 0.01 0.10 0.45
H -0.057639 -5.493344 2.573213 0.03 -0.12 0.04 0.43
H -1.480539 -5.582544 0.561313 -0.06 -0.04 0.01 0.45
H -1.665739 -3.628044 -0.918187 -0.04 -0.03 0.00 0.42
H -2.991239 -1.286644 -0.127287 -0.09 -0.03 0.05 0.53
H -5.100639 -1.472644 -1.399587 -0.05 -0.03 0.05 0.47
H -5.058039 -1.387244 -3.870887 -0.06 -0.03 -0.04 0.45
H -2.918439 -1.116944 -5.063387 0.01 0.03 -0.06 0.45
H -0.819039 -0.901044 -3.816087 0.08 0.00 -0.08 0.38
```
Forces are in eV/Å.

---

No. 2
Molecular formula: C27H26Cl2IN6ReS
Method: DFT, ωB97M-V with the def2-TZVPD basis set

The LUMO energy (alpha / beta) comes out at -9.1 / -11.1 eV. The HOMO energy (alpha / beta) is -14.82 / -14.81 eV. The total charge is +3. Its total energy is -3066.60199 Ha. Its multiplicity is 4. As for the HOMO-LUMO gap (alpha / beta): 5.735 / 3.668 eV. As for the expectation value of S²: 3.79.

The geometry in XYZ format:
```
64
Properties=species:S:1:pos:R:3:forces:R:3:lowdin_spin:R:1
Re -0.479900 -0.327129 0.714610 0.82 -0.40 0.29 2.58
C -1.113851 0.033965 5.065525 0.04 0.02 0.02 -0.01
C 0.021095 0.745255 5.435087 -0.05 -0.01 -0.01 0.06
C 0.993234 1.048323 4.490636 0.09 0.04 -0.12 0.00
C 0.836757 0.640663 3.169998 -0.20 0.00 0.16 0.04
C -0.342977 -0.031168 2.777650 0.00 -0.23 -0.87 -0.02
C -1.301575 -0.337869 3.740958 -0.20 -0.09 0.00 0.05
C 1.879750 0.759124 2.151094 0.16 -0.01 0.01 0.02
C 3.159870 1.257236 2.410077 0.00 0.07 0.02 0.01
C 4.110184 1.243781 1.425310 -0.05 -0.04 -0.06 0.03
C 3.819077 0.666979 0.172989 -0.28 0.02 0.06 0.00
C 4.778239 0.581794 -0.859101 0.06 -0.04 -0.07 0.01
C 4.472713 -0.025195 -2.045964 0.09 0.06 0.01 0.00
C 3.206995 -0.607305 -2.222464 -0.04 -0.03 0.03 0.01
C 2.256031 -0.535135 -1.236662 -0.04 -0.08 0.24 0.01
C 2.518481 0.137503 -0.029482 0.32 0.03 -0.38 0.01
N 1.549070 0.262183 0.944081 -0.40 -0.09 -0.17 0.03
H -1.855956 -0.227508 5.807776 0.00 0.00 0.01 0.00
H 0.158966 1.049438 6.463774 -0.01 0.02 0.00 0.00
H 1.873770 1.596862 4.796201 0.01 -0.05 0.05 0.00
H -2.199941 -0.883386 3.479846 0.01 0.01 0.02 0.00
H 3.403660 1.650985 3.384793 -0.05 -0.01 0.01 0.00
H 5.098038 1.647419 1.611051 0.01 0.00 0.00 0.00
H 5.765777 0.991419 -0.689294 -0.01 0.03 0.01 0.00
H 5.206404 -0.078093 -2.838167 0.01 -0.03 0.01 0.00
H 2.981241 -1.129722 -3.143168 0.02 -0.02 0.01 0.00
H 1.300306 -1.021259 -1.378121 0.01 0.04 -0.12 0.01
Cl 1.136962 3.472915 0.265836 -0.36 -0.01 0.09 0.00
C -0.466231 3.412647 0.982590 1.06 0.55 0.28 0.01
Cl -1.390449 1.933769 0.518081 -0.74 0.08 -0.38 0.02
H -1.057330 4.241389 0.604014 -0.19 -0.16 -0.04 0.00
H -0.383147 3.426608 2.064352 -0.09 -0.11 -0.01 0.00
I -6.269939 -0.067862 2.497651 0.33 -0.19 -0.29 0.00
C -4.791851 -1.022564 1.358244 -0.33 0.21 0.27 0.00
C -5.044561 -2.206972 0.673154 0.10 0.07 0.02 0.02
C -4.004223 -2.804808 -0.028132 0.00 0.02 0.06 0.00
C -2.753335 -2.229164 0.006325 -0.04 -0.20 -0.02 0.02
N -2.498513 -1.078995 0.665047 0.19 -0.04 0.03 0.02
C -3.516881 -0.482782 1.313486 -0.18 0.11 0.10 0.02
H -6.026880 -2.660270 0.699183 -0.01 0.01 -0.05 0.00
H -4.162021 -3.720390 -0.581159 0.03 -0.02 0.01 0.00
H -1.923765 -2.703549 -0.504429 -0.02 0.04 0.00 0.00
H -3.307774 0.444241 1.830195 0.06 -0.03 -0.01 0.00
N 1.442239 -2.476394 1.810529 0.34 0.08 0.14 0.00
N 0.304292 -2.410581 0.938759 -0.29 0.52 -0.08 0.00
H 1.863839 -3.399945 1.771449 -0.12 -0.08 -0.04 0.00
H 1.144669 -2.292811 2.762326 -0.12 0.03 -0.02 0.00
H -0.428361 -3.062711 1.228900 -0.08 0.03 -0.02 0.00
H 0.641576 -2.741023 0.034074 -0.04 0.04 -0.07 0.01
N 0.130762 1.444095 -6.574988 0.48 0.10 0.30 0.00
C -0.949574 0.920999 -5.992295 -1.00 -0.15 -0.77 0.00
S -2.386952 0.696208 -6.771586 0.41 0.04 0.33 0.01
C -0.872851 0.591563 -4.546091 0.27 0.17 0.18 0.00
C -0.140695 1.375983 -3.651235 -0.09 -0.13 0.11 0.00
C -0.147922 1.055007 -2.308675 -0.01 0.18 -0.17 0.01
N -0.813842 0.006800 -1.803473 0.28 -0.08 1.02 0.01
C -1.514612 -0.743149 -2.667607 -0.20 -0.17 -0.14 0.00
C -1.581186 -0.485884 -4.020481 0.08 -0.08 0.14 0.00
H 0.104906 1.696709 -7.550498 -0.15 -0.02 -0.03 0.00
H 1.017183 1.524698 -6.105218 0.00 -0.05 -0.02 0.00
H 0.404050 2.251621 -3.977209 -0.01 0.00 -0.02 0.00
H 0.395639 1.677420 -1.610900 0.07 -0.03 0.00 0.00
H -2.068556 -1.579478 -2.263134 0.05 0.06 -0.06 0.00
H -2.180146 -1.112496 -4.666117 0.00 0.03 -0.04 0.00
```
Forces are in eV/Å.

---

No. 3
Molecular formula: C27H26Cl42FNO5
Method: DFT, ωB97M-V with the def2-TZVPD basis set

The LUMO energy comes out at -0.1 eV. The HOMO energy is -8.88 eV. The total charge is 0. Its total energy is -20903.24835 Ha. As for the HOMO-LUMO gap: 8.775 eV.

The geometry in XYZ format:
```
102
Properties=species:S:1:pos:R:3:forces:R:3:mulliken_charge:R:1
O 1.552505 0.063322 4.337454 -0.03 0.15 -0.03 -0.42
C 1.720242 0.448383 3.235468 -0.03 -0.57 0.56 0.30
F 1.351660 1.689147 2.873860 0.14 -0.09 -0.17 -0.19
N 2.320783 -0.291030 2.180679 -0.33 0.98 -0.15 0.19
C 1.447147 -0.579763 1.057195 -0.38 0.41 -0.04 -0.45
O 1.533008 0.073088 0.061902 0.24 -0.14 -0.20 -0.53
C 0.550707 -1.780850 1.226833 -0.03 -0.03 -0.16 1.12
C -0.121912 -2.042830 2.578718 1.11 -0.54 0.30 -0.93
C -1.492300 -2.687101 2.232668 1.50 1.10 0.20 0.21
C -2.632045 -1.794633 2.675834 0.24 -0.58 0.16 -0.46
O -2.524054 -0.619515 1.907405 -0.12 -0.09 0.22 0.54
C -3.473931 0.338730 2.137284 -0.20 -0.33 -0.01 0.60
C -3.552606 1.316027 1.166242 -0.05 0.60 -0.48 -0.50
C -4.467488 2.350494 1.272656 0.30 -0.43 0.19 -0.57
C -5.337111 2.371806 2.363616 0.13 0.57 -0.67 -0.82
C -5.262620 1.381737 3.307026 0.17 0.33 0.85 -0.52
C -4.324347 0.354923 3.235326 0.48 0.18 -0.42 -1.45
O -1.502567 -2.753629 0.800480 -0.50 -0.61 -0.34 -0.49
C -0.576834 -1.951217 0.214425 -0.05 0.78 0.52 -0.02
O -0.699552 -1.502654 -0.881182 0.06 -0.70 0.03 -0.53
H 3.077311 0.291009 1.818217 -0.15 0.05 -0.26 0.43
H 1.212324 -2.629505 0.997085 0.07 0.05 0.13 0.51
H -0.154402 -1.203997 3.266423 -0.52 0.30 -0.35 -0.13
H 0.535115 -2.740745 3.104642 -0.32 -0.16 0.12 0.45
H -1.462605 -3.670505 2.694913 -0.72 -0.18 -0.36 0.64
H -3.580164 -2.324759 2.523758 -0.15 0.31 -0.08 0.58
H -2.504006 -1.591662 3.744169 0.01 0.10 -0.49 -0.37
H -2.884823 1.261787 0.316943 0.04 -0.07 0.01 0.50
H -4.476538 3.109789 0.501004 -0.17 0.04 0.07 0.46
H -6.070306 3.163814 2.437813 -0.03 -0.04 0.13 0.47
H -5.953428 1.420555 4.139851 0.10 -0.10 0.06 0.52
H -4.259152 -0.409500 3.996347 -0.14 0.09 0.05 0.72
C -1.963546 -2.101584 7.010070 0.05 0.13 -0.05 -0.10
Cl -2.814707 -1.039820 8.123569 0.00 -0.01 0.00 -0.12
Cl -3.034767 -2.616072 5.696121 -0.19 -0.34 0.61 -0.03
Cl -0.533557 -1.312768 6.345368 0.01 -0.02 0.00 -0.03
H -1.649051 -2.984435 7.549979 -0.01 -0.02 -0.01 0.38
C 2.578778 3.546596 -0.953934 0.01 0.09 -0.01 0.26
Cl 3.696367 3.473131 0.409949 -0.01 -0.03 0.02 -0.16
Cl 2.063922 5.207398 -1.259610 0.04 -0.35 0.13 0.01
Cl 3.314248 2.860756 -2.405916 -0.04 -0.14 -0.01 -0.13
H 1.707635 2.950349 -0.705165 0.03 -0.05 0.01 0.00
C -1.273738 3.064105 5.072586 -0.05 -0.10 0.10 -0.02
Cl -2.370530 4.217688 5.838433 0.00 0.03 -0.03 -0.15
Cl -0.040805 2.533217 6.214342 0.01 -0.02 -0.02 -0.12
Cl -2.193593 1.704730 4.410240 0.51 0.49 0.32 0.05
H -0.783350 3.564872 4.248386 0.03 -0.01 0.00 0.23
C -7.961929 -1.886318 2.530448 0.16 0.10 -0.08 -0.04
Cl -6.621222 -0.717510 2.535779 -1.28 -1.16 -0.27 0.03
Cl -7.362804 -3.508604 2.896159 -0.01 -0.01 -0.02 -0.14
Cl -9.204104 -1.402628 3.685230 -0.02 0.00 -0.01 -0.14
H -8.408993 -1.908917 1.545432 0.00 -0.01 -0.01 0.30
C -0.635552 2.604570 -2.596130 0.03 -0.14 -0.12 0.19
Cl -1.507206 3.246579 -1.192827 0.09 0.07 0.02 -0.08
Cl -0.274144 0.900159 -2.372536 -0.09 0.27 -0.03 0.01
Cl -1.554865 2.888573 -4.074901 0.01 0.02 -0.01 -0.14
H 0.300158 3.143268 -2.680919 -0.04 0.08 -0.03 0.02
C 5.769216 4.014404 -5.174902 0.03 0.02 -0.07 0.58
Cl 5.657480 5.755741 -5.454277 0.03 -0.03 -0.05 -0.08
Cl 5.585713 3.126594 -6.684785 -0.03 0.00 -0.02 -0.11
Cl 7.282644 3.601629 -4.373313 -0.02 0.02 0.01 -0.13
H 4.953601 3.744287 -4.520656 -0.03 -0.04 0.05 -0.24
C 4.482067 -3.958856 3.193342 -0.05 0.10 -0.09 0.01
Cl 5.182798 -4.714733 1.757164 0.04 -0.01 0.03 -0.14
Cl 3.785103 -2.379586 2.803443 0.21 -0.68 0.18 0.02
Cl 3.256659 -5.003628 3.910367 -0.09 0.03 -0.05 -0.11
H 5.273687 -3.824084 3.916879 0.00 0.01 0.02 0.25
C -1.593305 -4.950513 -1.727249 -0.02 0.03 -0.03 1.32
Cl -1.738992 -4.338018 -3.369731 -0.02 -0.04 -0.07 -0.13
Cl -2.976132 -5.972617 -1.315081 -0.01 0.00 0.02 -0.16
Cl -0.081019 -5.836258 -1.510361 0.01 0.03 0.02 -0.16
H -1.589602 -4.105340 -1.052818 -0.06 0.00 0.01 -0.86
C 6.922551 -6.909086 4.435402 -0.01 -0.06 0.00 0.16
Cl 6.203924 -5.742583 5.555329 0.15 -0.04 0.09 -0.13
Cl 8.315456 -7.699402 5.168705 0.00 0.02 -0.01 -0.13
Cl 5.725237 -8.091349 3.917571 0.00 0.02 -0.01 -0.10
H 7.260612 -6.367528 3.561702 -0.01 0.01 -0.01 0.21
C 2.979846 5.801146 -8.131572 0.01 -0.02 -0.01 0.65
Cl 3.589652 5.072773 -9.617691 -0.01 0.00 0.01 -0.13
Cl 2.371822 7.429736 -8.429661 0.02 0.01 0.01 -0.14
Cl 1.734896 4.789712 -7.397079 0.02 -0.01 0.03 -0.11
H 3.804105 5.872972 -7.434348 0.00 0.00 -0.01 -0.27
C -4.870817 -6.535232 -4.698336 -0.03 -0.02 -0.06 0.62
Cl -4.155598 -7.388951 -6.063361 -0.17 0.01 0.02 -0.11
Cl -5.548690 -4.992466 -5.215733 0.00 0.05 0.03 -0.13
Cl -6.099446 -7.527196 -3.908381 0.02 0.00 0.04 -0.14
H -4.089504 -6.333110 -3.976761 0.01 0.01 0.00 -0.24
C 6.512296 9.296958 -4.254339 -0.05 0.01 -0.01 0.03
Cl 6.725220 10.922073 -3.605871 0.01 -0.01 0.00 -0.13
Cl 5.565451 8.295778 -3.156594 -0.02 0.08 0.13 -0.08
Cl 5.759187 9.351140 -5.850667 0.01 -0.02 -0.02 -0.12
H 7.489942 8.846213 -4.360853 0.01 -0.01 -0.01 0.30
C 0.361084 8.814429 -0.517516 -0.06 -0.02 -0.01 0.03
Cl 1.099806 8.004861 -1.901096 -0.06 0.30 -0.11 -0.10
Cl -0.237497 10.408040 -0.969630 0.01 0.00 0.01 -0.13
Cl -0.929472 7.824440 0.163986 0.02 -0.01 0.02 -0.10
H 1.122368 8.942366 0.240108 0.01 0.00 0.00 0.29
C -0.313747 -8.448820 -7.480437 -0.07 -0.01 0.02 -0.02
Cl -1.271148 -7.909389 -8.861702 0.01 0.01 -0.01 -0.12
Cl -0.839551 -7.641647 -6.006446 0.25 0.00 0.03 -0.04
Cl -0.407059 -10.201934 -7.304531 0.02 0.00 0.00 -0.12
H 0.718809 -8.184322 -7.662865 0.01 0.00 -0.01 0.31
```
Forces are in eV/Å.

---

Question: The highest total energy belongs to which entry?
Answer: C27H26Cl2IN6ReS

---

Question: total energy of number 3 (C27H26Cl42FNO5)?
Answer: -20903.24835 Ha

---

Question: What is the total energy in the third record?
Answer: -20903.24835 Ha